This record from the OMol25 dataset describes an isolated ion of composition C3H9NOS and charge +1 at a distorted geometry. The level of theory is ωB97M-V/def2-TZVPD.

XYZ file:
```
15
Properties=species:S:1:pos:R:3:forces:R:3:mulliken_spin:R:1
C -1.390 -0.375 -0.123 -0.4735 0.7652 0.7298 0.02
O -2.266 -0.058 -1.162 0.0962 -0.6320 -0.2274 0.05
C 0.082 0.096 -0.494 -2.9951 0.2445 2.2177 0.01
C 0.939 -0.899 0.389 1.8629 -1.2288 0.8329 0.10
S 2.731 -0.634 0.436 -0.6531 0.0063 -0.0128 0.32
N 0.132 1.421 0.031 2.6000 0.3247 -1.5953 0.50
H -1.648 0.279 0.756 0.3358 -0.5340 -0.3576 0.01
H -1.562 -1.411 0.282 0.4554 0.7770 -1.1192 0.00
H -1.895 0.662 -1.683 -0.2994 0.0749 -0.0608 0.00
H 0.311 0.183 -1.567 0.4170 -0.9714 0.2842 0.01
H 0.764 -1.932 0.064 -0.0823 0.4293 -0.6301 0.01
H 0.727 -0.968 1.473 -0.8730 0.7297 -0.7816 0.00
H 2.684 -0.324 1.746 0.4440 0.1870 -0.2367 0.00
H 0.971 1.845 -0.385 -0.3544 0.5527 0.7515 -0.02
H -0.580 2.114 0.237 -0.4806 -0.7250 0.2055 -0.01
```
Positions in Å, forces in eV/Å.

Lowest unoccupied orbital energy (alpha / beta) (eV): -3.24 / -8.84
Orbital gap (alpha / beta) (eV): 11.540 / 5.071
Multiplicity: 2
Energy relative to the best compared isomer or geometry (same formula, charge and spin) (kcal/mol): 38.10
Largest force on an atom (hartree/bohr): 0.07263
Total charge: +1